Below is a 11-piece molecular cluster, C26H73NO11 overall at a distorted geometry, with properties calculated with ωB97M-V with the def2-TZVPD basis set.

Bonds (Å) are listed after each position.
Atoms and positions in Å:
1 C -19.44 -6.96 3.50  C2 1.592, H12 1.081, H13 1.115, H14 1.117
2 C -18.19 -7.37 4.40  C1 1.592, C3 1.580, N7 1.504, C11 1.492
3 C -17.72 -6.00 5.05  C2 1.580, C4 1.570, H15 1.109, H16 1.055
4 C -16.71 -6.26 6.22  C3 1.570, C5 1.542, H17 1.043, H18 1.115
5 C -17.47 -7.23 7.16  C4 1.542, C6 1.483, H19 1.076, H20 1.103
6 C -17.94 -8.54 6.65  C5 1.483, N7 1.485, C9 1.523, C10 1.571
7 N -18.81 -8.21 5.48  C2 1.504, C6 1.485, O8 1.413
8 O -19.26 -9.41 4.87  N7 1.413, H30 0.958
9 C -16.79 -9.50 6.40  C6 1.523, H21 1.098, H22 1.104, H23 1.135
10 C -18.96 -9.12 7.69  C6 1.571, H24 1.110, H25 1.107, H26 1.058
11 C -17.17 -8.04 3.55  C2 1.492, H27 1.098, H28 1.094, H29 1.059
12 H -19.87 -7.73 2.87  C1 1.081
13 H -19.16 -6.12 2.82  C1 1.115
14 H -20.30 -6.53 4.06  C1 1.117
15 H -17.07 -5.59 4.25  C3 1.109
16 H -18.51 -5.38 5.36  C3 1.055
17 H -16.29 -5.48 6.76  C4 1.043
18 H -15.82 -6.83 5.85  C4 1.115
19 H -18.33 -6.74 7.59  C5 1.076
20 H -16.73 -7.48 7.93  C5 1.103
21 H -16.47 -9.95 7.34  C9 1.098
22 H -17.05 -10.30 5.68  C9 1.104
23 H -15.88 -8.99 5.96  C9 1.135
24 H -19.45 -10.08 7.42  C10 1.110
25 H -18.53 -9.24 8.71  C10 1.107
26 H -19.71 -8.38 7.69  C10 1.058
27 H -17.54 -9.04 3.32  C11 1.098
28 H -16.18 -8.05 4.01  C11 1.094
29 H -17.05 -7.48 2.65  C11 1.059
30 H -20.20 -9.25 4.97  O8 0.958
31 C -10.01 -12.16 9.73  C32 1.493, H34 1.127, H35 1.127, H36 1.118
32 C -10.93 -11.09 9.24  C31 1.493, O33 1.449, H37 1.135, H38 1.127
33 O -11.49 -11.47 7.96  C32 1.449, H39 0.992
34 H -10.37 -13.23 9.67  C31 1.127
35 H -9.68 -12.01 10.80  C31 1.127
36 H -9.07 -12.21 9.13  C31 1.118
37 H -10.35 -10.13 9.10  C32 1.135
38 H -11.76 -10.91 9.97  C32 1.127
39 H -11.59 -10.62 7.45  O33 0.992
40 C -15.45 -6.41 11.62  C41 1.538, H43 1.093, H44 1.090, H45 1.096
41 C -16.55 -6.69 10.58  C40 1.538, O42 1.382, H46 1.075, H47 1.073
42 O -16.52 -8.07 10.52  C41 1.382, H48 0.943
43 H -15.64 -7.17 12.38  C40 1.093
44 H -15.59 -5.43 12.06  C40 1.090
45 H -14.44 -6.47 11.21  C40 1.096
46 H -16.35 -6.26 9.61  C41 1.075
47 H -17.50 -6.31 10.90  C41 1.073
48 H -17.36 -8.34 10.19  O42 0.943
49 C -17.01 -13.06 8.76  C50 1.548, H52 1.102, H53 1.109, H54 1.095
50 C -15.86 -12.97 7.72  C49 1.548, O51 1.373, H55 1.083, H56 1.134
51 O -15.85 -14.12 6.97  C50 1.373, H57 0.954
52 H -17.04 -12.14 9.38  C49 1.102
53 H -16.83 -13.93 9.42  C49 1.109
54 H -17.94 -13.21 8.21  C49 1.095
55 H -14.90 -12.77 8.18  C50 1.083
56 H -16.14 -12.12 7.02  C50 1.134
57 H -15.17 -14.15 6.31  O51 0.954
58 C -8.36 -14.47 6.63  C59 1.550, H61 1.080, H62 1.068, H63 1.085
59 C -9.68 -14.27 5.84  C58 1.550, O60 1.381, H64 1.109, H65 1.111
60 O -10.18 -12.99 6.04  C59 1.381, H66 1.037
61 H -7.76 -13.63 6.31  C58 1.080
62 H -7.82 -15.35 6.38  C58 1.068
63 H -8.55 -14.45 7.70  C58 1.085
64 H -10.48 -15.00 6.08  C59 1.109
65 H -9.58 -14.39 4.74  C59 1.111
66 H -10.72 -12.81 6.90  O60 1.037
67 C -11.64 -7.56 3.50  C68 1.543, H70 1.104, H71 1.091, H72 1.102
68 C -11.83 -9.09 3.58  C67 1.543, O69 1.454, H73 1.116, H74 1.061
69 O -11.54 -9.58 4.92  C68 1.454, H75 0.988
70 H -10.70 -7.31 4.03  C67 1.104
71 H -12.47 -7.04 3.97  C67 1.091
72 H -11.51 -7.22 2.46  C67 1.102
73 H -11.10 -9.60 2.90  C68 1.116
74 H -12.80 -9.40 3.30  C68 1.061
75 H -10.57 -9.43 5.06  O69 0.988
76 C -14.16 -13.21 3.25  C77 1.492, H79 1.100, H80 1.069, H81 1.069
77 C -13.24 -12.79 4.35  C76 1.492, O78 1.454, H82 1.097, H83 1.101
78 O -13.89 -11.70 5.07  C77 1.454, H84 0.955
79 H -14.35 -12.44 2.49  C76 1.100
80 H -15.07 -13.57 3.69  C76 1.069
81 H -13.76 -14.08 2.77  C76 1.069
82 H -12.30 -12.40 3.95  C77 1.097
83 H -13.04 -13.70 4.93  C77 1.101
84 H -13.19 -11.15 5.42  O78 0.955
85 C -9.11 -7.24 9.25  C86 1.540, H88 1.040, H89 1.073, H90 1.137
86 C -10.27 -6.46 9.89  C85 1.540, O87 1.420, H91 1.113, H92 1.118
87 O -11.51 -6.60 9.21  C86 1.420, H93 0.935
88 H -8.83 -6.84 8.33  C85 1.040
89 H -9.42 -8.25 9.07  C85 1.073
90 H -8.24 -7.30 9.97  C85 1.137
91 H -10.07 -5.36 9.82  C86 1.113
92 H -10.45 -6.70 10.96  C86 1.118
93 H -11.56 -7.44 8.81  O87 0.935
94 C -14.04 -11.22 11.53  O95 1.410, H96 1.089, H97 1.110, H98 1.100
95 O -14.08 -9.82 11.31  C94 1.410, H99 0.939
96 H -14.87 -11.51 12.17  C94 1.089
97 H -14.12 -11.84 10.62  C94 1.110
98 H -13.06 -11.39 11.99  C94 1.100
99 H -14.92 -9.54 11.01  O95 0.939
100 C -13.65 -9.01 7.66  O101 1.434, H102 1.099, H103 1.095, H104 1.096
101 O -12.23 -8.93 7.44  C100 1.434, H105 0.945
102 H -13.79 -8.92 8.74  C100 1.099
103 H -14.12 -8.21 7.08  C100 1.095
104 H -14.00 -10.00 7.35  C100 1.096
105 H -12.08 -8.67 6.54  O101 0.945
106 C -8.02 -10.70 4.81  O107 1.416, H108 1.120, H109 1.110, H110 1.105
107 O -8.90 -10.26 5.83  C106 1.416, H111 0.975
108 H -7.56 -11.67 5.11  C106 1.120
109 H -8.55 -10.80 3.84  C106 1.110
110 H -7.23 -9.94 4.70  C106 1.105
111 H -9.58 -10.93 5.99  O107 0.975

SMILES: CC1(C)CCCC(C)(C)N1O.CCO.CCO.CCO.CCO.CCO.CCO.CCO.CO.CO.CO
DFT total energy: -1916.61454 Eh
multiplicity: 1


Below is a 9-piece molecular cluster, C26H74F6N6O8P overall at a distorted geometry, with properties calculated with ωB97M-V with the def2-TZVPD basis set.

Bonds (Å) are listed after each position.
Atoms and positions in Å:
1 P -0.79 0.90 0.92  F2 1.617, F3 1.616, F4 1.648, F5 1.672, F6 1.678, F7 1.632
2 F -1.23 -0.50 1.61  P1 1.617
3 F 0.77 0.73 1.29  P1 1.616
4 F -0.48 0.14 -0.51  P1 1.648
5 F -0.34 2.30 0.13  P1 1.672
6 F -2.36 1.17 0.37  P1 1.678
7 F -1.03 1.67 2.33  P1 1.632
8 C 6.60 -9.56 3.44  C9 1.506, H14 1.090, H15 1.090, H16 1.090
9 C 6.80 -8.73 2.20  C8 1.506, C10 1.535, N13 1.453, H17 1.090
10 C 7.20 -7.28 2.52  C9 1.535, O11 1.437, H18 1.090, H19 1.090
11 O 6.17 -6.63 3.28  C10 1.437, C12 1.411
12 C 6.24 -5.22 3.28  O11 1.411, H20 1.090, H21 1.090, H22 1.090
13 N 7.80 -9.45 1.44  C9 1.453, H23 1.010, H24 1.010
14 H 5.91 -9.09 4.14  C8 1.090
15 H 7.49 -9.82 4.00  C8 1.090
16 H 6.13 -10.51 3.19  C8 1.090
17 H 5.85 -8.77 1.68  C9 1.090
18 H 7.22 -6.75 1.56  C10 1.090
19 H 8.13 -7.26 3.08  C10 1.090
20 H 7.19 -4.74 3.51  C12 1.090
21 H 5.58 -4.88 4.08  C12 1.090
22 H 5.85 -4.81 2.35  C12 1.090
23 H 7.97 -8.94 0.58  N13 1.010
24 H 7.33 -10.29 1.15  N13 1.010
25 C -3.46 0.97 -7.00  C26 1.560, H31 1.090, H32 1.090, H33 1.090
26 C -2.38 2.05 -7.36  C25 1.560, C27 1.542, N30 1.438, H34 1.090
27 C -2.59 2.58 -8.79  C26 1.542, O28 1.438, H35 1.090, H36 1.090
28 O -1.53 3.53 -9.04  C27 1.438, C29 1.403
29 C -1.52 3.83 -10.41  O28 1.403, H37 1.090, H38 1.090, H39 1.090
30 N -2.43 3.05 -6.33  C26 1.438, H40 1.010, H41 1.010
31 H -3.37 0.11 -7.65  C25 1.090
32 H -4.44 1.41 -7.19  C25 1.090
33 H -3.31 0.62 -5.98  C25 1.090
34 H -1.43 1.51 -7.36  C26 1.090
35 H -3.59 3.00 -8.85  C27 1.090
36 H -2.50 1.74 -9.48  C27 1.090
37 H -2.48 4.11 -10.84  C29 1.090
38 H -1.30 2.97 -11.05  C29 1.090
39 H -0.73 4.52 -10.71  C29 1.090
40 H -3.33 3.50 -6.38  N30 1.010
41 H -2.37 2.59 -5.43  N30 1.010
42 C 5.61 3.24 -1.35  C43 1.512, H48 1.090, H49 1.090, H50 1.090
43 C 5.38 2.54 -2.67  C42 1.512, C44 1.594, N47 1.461, H51 1.090
44 C 5.64 0.97 -2.62  C43 1.594, O45 1.418, H52 1.090, H53 1.090
45 O 5.46 0.36 -3.89  C44 1.418, C46 1.432
46 C 5.33 -1.07 -3.96  O45 1.432, H54 1.090, H55 1.090, H56 1.090
47 N 4.05 2.71 -3.24  C43 1.461, H57 1.010, H58 1.010
48 H 4.84 3.16 -0.58  C42 1.090
49 H 5.88 4.30 -1.33  C42 1.090
50 H 6.49 2.77 -0.90  C42 1.090
51 H 6.05 2.96 -3.42  C43 1.090
52 H 4.94 0.56 -1.89  C44 1.090
53 H 6.69 0.89 -2.33  C44 1.090
54 H 4.65 -1.53 -3.25  C46 1.090
55 H 6.32 -1.45 -3.76  C46 1.090
56 H 4.98 -1.37 -4.95  C46 1.090
57 H 3.44 2.65 -2.43  N47 1.010
58 H 4.05 1.74 -3.53  N47 1.010
59 C 0.84 10.86 -1.61  C60 1.501, H65 1.090, H66 1.090, H67 1.090
60 C 1.40 10.00 -2.71  C59 1.501, C61 1.524, N64 1.490, H68 1.090
61 C 2.91 10.10 -2.81  C60 1.524, O62 1.413, H69 1.090, H70 1.090
62 O 3.45 9.36 -3.88  C61 1.413, C63 1.392
63 C 4.75 9.72 -4.22  O62 1.392, H71 1.090, H72 1.090, H73 1.090
64 N 0.89 8.60 -2.63  C60 1.490, H74 1.010, H75 1.010
65 H -0.24 10.80 -1.51  C59 1.090
66 H 0.90 11.94 -1.76  C59 1.090
67 H 1.36 10.64 -0.68  C59 1.090
68 H 1.03 10.42 -3.65  C60 1.090
69 H 3.43 9.91 -1.87  C61 1.090
70 H 3.15 11.13 -3.07  C61 1.090
71 H 4.81 10.77 -4.51  C63 1.090
72 H 5.13 9.03 -4.98  C63 1.090
73 H 5.42 9.60 -3.37  C63 1.090
74 H 1.27 8.36 -1.72  N64 1.010
75 H -0.11 8.63 -2.48  N64 1.010
76 C 0.52 -6.79 0.14  C77 1.466, H82 1.090, H83 1.090, H84 1.090
77 C -0.28 -6.80 1.36  C76 1.466, C78 1.541, N81 1.454, H85 1.090
78 C -1.57 -7.62 1.18  C77 1.541, O79 1.471, H86 1.090, H87 1.090
79 O -2.25 -7.45 -0.11  C78 1.471, C80 1.445
80 C -3.00 -6.23 -0.29  O79 1.445, H88 1.090, H89 1.090, H90 1.090
81 N 0.61 -7.34 2.38  C77 1.454, H91 1.010, H92 1.010
82 H 0.71 -7.79 -0.26  C76 1.090
83 H 1.49 -6.31 0.30  C76 1.090
84 H -0.04 -6.30 -0.66  C76 1.090
85 H -0.57 -5.81 1.72  C77 1.090
86 H -2.18 -7.34 2.04  C78 1.090
87 H -1.42 -8.69 1.36  C78 1.090
88 H -2.44 -5.33 -0.07  C80 1.090
89 H -3.89 -6.31 0.34  C80 1.090
90 H -3.29 -6.14 -1.34  C80 1.090
91 H 1.48 -6.83 2.35  N81 1.010
92 H 1.04 -8.16 1.97  N81 1.010
93 C -12.08 -1.90 5.91  C94 1.521, H99 1.090, H100 1.090, H101 1.090
94 C -11.24 -0.66 6.16  C93 1.521, C95 1.542, N98 1.451, H102 1.090
95 C -9.92 -0.69 5.36  C94 1.542, O96 1.466, H103 1.090, H104 1.090
96 O -9.25 -1.95 5.66  C95 1.466, C97 1.340
97 C -8.01 -2.05 5.14  O96 1.340, H105 1.090, H106 1.090, H107 1.090
98 N -12.14 0.37 5.69  C94 1.451, H108 1.010, H109 1.010
99 H -11.69 -2.60 6.65  C93 1.090
100 H -11.85 -2.36 4.95  C93 1.090
101 H -13.15 -1.84 6.13  C93 1.090
102 H -11.08 -0.54 7.23  C94 1.090
103 H -9.28 0.19 5.42  C95 1.090
104 H -10.25 -0.74 4.32  C95 1.090
105 H -7.49 -2.92 5.53  C97 1.090
106 H -7.34 -1.22 5.36  C97 1.090
107 H -8.12 -2.15 4.06  C97 1.090
108 H -13.01 0.42 6.20  N98 1.010
109 H -11.72 1.28 5.82  N98 1.010
110 C 0.54 6.66 4.51  O111 1.394, H112 1.090, H113 1.090, H114 1.090
111 O -0.33 6.87 3.44  C110 1.394, H115 0.960
112 H 1.18 7.53 4.69  C110 1.090
113 H -0.05 6.52 5.41  C110 1.090
114 H 1.09 5.76 4.24  C110 1.090
115 H -0.69 6.02 3.18  O111 0.960
116 C -0.90 -1.68 7.99  O117 1.377, H118 1.090, H119 1.090, H120 1.090
117 O -1.86 -2.43 8.63  C116 1.377, H121 0.960
118 H -0.98 -0.62 8.24  C116 1.090
119 H 0.10 -2.02 8.28  C116 1.090
120 H -1.00 -1.80 6.92  C116 1.090
121 H -1.84 -3.30 8.22  O117 0.960

charge: -1
DFT total energy: -2906.03250 Eh
multiplicity: 1


We obtain ΔE to the lowest compared entry with this formula, charge and spin values of 8.7 322.0 kJ/mol for the records listed above, in that order.